Entry 1:
The following is a DFT calculation (wB97M-V/def2-TZVPD) of a structure of composition C35H32ClFN5O2S3Tl.

Values from the calculation:
LUMO: -0.36 eV
Net charge: 0
Multiplicity: 1
DFT total energy: -100800.45397 eV
Maximum force: 0.02321 Eh/bohr
ΔE to the lowest compared entry with this formula, charge and spin: 26.36 kJ/mol

Element x y z (Å)
1 Tl 0.014 0.375 0.015
2 C -0.546 2.955 -2.446
3 C -1.853 2.876 -1.656
4 N -2.242 1.494 -1.426
5 C -2.794 0.762 -2.548
6 C -1.767 0.133 -3.508
7 S -0.261 -0.613 -2.764
8 C 1.049 0.390 -3.520
9 C 1.497 1.644 -2.746
10 N 0.508 2.166 -1.816
11 H -0.720 2.587 -3.458
12 H -0.248 4.006 -2.538
13 H -1.700 3.346 -0.681
14 H -2.631 3.440 -2.189
15 H -2.890 1.436 -0.652
16 H -3.416 -0.029 -2.125
17 H -3.453 1.393 -3.165
18 H -2.262 -0.669 -4.056
19 H -1.411 0.854 -4.240
20 H 1.891 -0.296 -3.589
21 H 0.714 0.621 -4.531
22 H 2.371 1.385 -2.156
23 H 1.788 2.406 -3.482
24 H 1.014 2.769 -1.161
25 S 3.983 0.731 3.924
26 C 5.134 0.747 5.188
27 C 5.158 -0.429 5.869
28 C 4.228 -1.367 5.360
29 C 3.509 -0.897 4.295
30 C 2.463 -1.561 3.520
31 C 1.987 -0.982 2.327
32 N 1.009 -1.463 1.606
33 C 0.444 -2.642 1.960
34 C 0.852 -3.309 3.138
35 C 0.220 -4.531 3.527
36 C -0.742 -5.087 2.767
37 C -1.146 -4.479 1.539
38 C -2.132 -5.053 0.727
39 C -2.488 -4.446 -0.456
40 C -1.801 -3.262 -0.787
41 N -0.891 -2.692 -0.042
42 C -0.563 -3.260 1.128
43 C -3.531 -4.979 -1.330
44 C -4.218 -6.157 -1.225
45 C -5.181 -6.343 -2.248
46 C -5.222 -5.306 -3.123
47 S -4.089 -4.089 -2.711
48 C 1.865 -2.732 3.917
49 H 5.731 1.630 5.355
50 H 5.820 -0.621 6.701
51 H 4.106 -2.359 5.774
52 H 2.438 -0.070 1.953
53 H 0.533 -4.995 4.455
54 H -1.221 -6.013 3.060
55 H -2.608 -5.973 1.042
56 H -2.028 -2.777 -1.729
57 H -4.045 -6.885 -0.446
58 H -5.813 -7.215 -2.328
59 H -5.851 -5.180 -3.989
60 H 2.164 -3.227 4.834
61 O 1.983 3.859 0.081
62 C 1.732 3.360 1.171
63 N 1.047 2.199 1.411
64 C 0.959 2.008 2.772
65 O 0.428 1.059 3.321
66 C 1.649 3.144 3.474
67 C 1.820 3.447 4.807
68 C 2.533 4.604 5.118
69 C 3.039 5.426 4.118
70 C 2.836 5.123 2.772
71 C 2.141 3.970 2.480
72 H 1.405 2.811 5.578
73 H 2.696 4.869 6.155
74 H 3.597 6.314 4.387
75 H 3.202 5.766 1.982
76 Cl -3.294 -0.344 1.062
77 C -1.741 0.360 1.534
78 H -1.335 -0.188 2.374
79 H -1.911 1.397 1.806
80 F 1.954 -0.154 -0.613

---

Entry 2:
The following is a DFT calculation (wB97M-V/def2-TZVPD) of the molecule C5H6FN.

Values from the calculation:
LUMO: 0.97 eV
Net charge: 0
Multiplicity: 1
DFT total energy: -9486.59951 eV
Maximum force: 0.03691 Eh/bohr
SMILES string: C#CC1(F)CNC1
ΔE to the lowest compared entry with this formula, charge and spin: 278.62 kJ/mol

Element x y z (Å)
1 C 2.427 -0.794 -0.019
2 C 1.353 -0.248 0.044
3 C 0.012 0.409 0.035
4 F 0.242 1.799 0.015
5 C -0.971 -0.213 1.070
6 N -1.596 -0.976 -0.079
7 C -0.932 -0.122 -1.027
8 H 3.319 -1.362 -0.125
9 H -0.598 -0.848 1.889
10 H -1.646 0.507 1.457
11 H -1.248 -1.898 -0.077
12 H -0.539 -0.592 -1.943
13 H -1.625 0.634 -1.400

---

Entry 3:
The following is a DFT calculation (wB97M-V/def2-TZVPD) of the molecule C6H15N.

Values from the calculation:
LUMO: 1.16 eV
Net charge: 0
Multiplicity: 1
DFT total energy: -7954.79504 eV
Maximum force: 0.04782 Eh/bohr
SMILES string: CCN[C@@H](C)CC
ΔE to the lowest compared entry with this formula, charge and spin: 93.73 kJ/mol

Element x y z (Å)
1 C 2.200 -0.267 2.424
2 C 1.244 -0.864 1.373
3 N 0.346 0.225 0.893
4 C -0.344 -0.061 -0.360
5 C -1.708 -0.695 -0.049
6 C -0.522 1.188 -1.249
7 C -0.839 0.970 -2.730
8 H 3.212 -0.181 2.036
9 H 2.270 -1.007 3.232
10 H 1.832 0.660 2.843
11 H 0.601 -1.643 1.821
12 H 1.700 -1.297 0.485
13 H -0.291 0.385 1.671
14 H 0.196 -0.771 -0.992
15 H -2.427 -0.210 0.605
16 H -2.220 -0.900 -1.013
17 H -1.631 -1.726 0.279
18 H -1.334 1.758 -0.784
19 H 0.406 1.763 -1.203
20 H 0.028 0.567 -3.263
21 H -1.602 0.193 -2.836
22 H -1.116 1.914 -3.182

---

Entry 4:
The following is a DFT calculation (wB97M-V/def2-TZVPD) of a cluster of 2 separate species, C5H12N2O3 in total.

Values from the calculation:
LUMO: 0.20 eV
Net charge: 0
Multiplicity: 1
DFT total energy: -14502.81401 eV
Maximum force: 0.04004 Eh/bohr
SMILES string: CCNC(=O)NC.O=CO
ΔE to the lowest compared entry with this formula, charge and spin: 66.73 kJ/mol

Element x y z (Å)
1 C -1.826 1.198 -1.450
2 C -0.893 1.631 -0.328
3 N -0.074 0.536 0.201
4 C -0.723 -0.436 0.974
5 O -1.723 -0.169 1.635
6 N -0.129 -1.646 1.006
7 C -0.685 -2.742 1.767
8 H -1.255 0.772 -2.288
9 H -2.542 0.443 -1.096
10 H -2.393 2.061 -1.824
11 H -0.203 2.409 -0.679
12 H -1.458 2.066 0.505
13 H 0.610 0.149 -0.517
14 H 0.793 -1.754 0.608
15 H -0.040 -3.618 1.635
16 H -0.733 -2.497 2.837
17 H -1.698 -2.992 1.420
18 O 3.600 0.518 0.535
19 C 3.074 0.986 -0.446
20 O 2.777 0.220 -1.553
21 H 2.916 2.072 -0.601
22 H 2.603 0.794 -2.343

---

Entry 5:
The following is a DFT calculation (wB97M-V/def2-TZVPD) of the ion C4H7I2N3PS with charge +1.

Values from the calculation:
LUMO: -3.93 eV
Net charge: +1
Multiplicity: 1
DFT total energy: -45048.77120 eV
Maximum force: 0.06263 Eh/bohr
ΔE to the lowest compared entry with this formula, charge and spin: 61.26 kJ/mol

Element x y z (Å)
1 C 0.714 -2.450 -0.890
2 N 0.078 -1.272 -0.284
3 C -0.996 -1.250 0.564
4 I -2.042 -2.931 1.228
5 C -1.239 0.039 0.908
6 I -2.732 0.804 2.140
7 N -0.276 0.780 0.264
8 P 0.011 2.543 0.328
9 N 0.097 3.008 1.812
10 C 0.513 -0.020 -0.476
11 S 1.881 0.362 -1.513
12 H 0.060 -3.311 -0.760
13 H 1.653 -2.639 -0.366
14 H 0.893 -2.282 -1.949
15 H 1.251 2.782 -0.301
16 H -1.039 3.199 -0.362
17 H -0.037 2.204 2.419
18 H 1.327 0.367 -2.749

---

Entry 6:
The following is a DFT calculation (wB97M-V/def2-TZVPD) of a cluster of 8 separate species, C20H36Br12O6 in total.

Values from the calculation:
⟨S²⟩: 0.754
LUMO (alpha / beta): -3.26 / -9.43 eV
Net charge: +1
Multiplicity: 2
DFT total energy: -874109.33395 eV
Maximum force: 0.08257 Eh/bohr

Element x y z (Å)
1 Br 2.972 4.551 3.446
2 C 2.285 3.705 1.830
3 C 0.836 4.088 1.536
4 Br 0.426 3.118 -0.168
5 H 2.456 2.630 1.876
6 H 2.909 4.053 1.007
7 H 0.595 5.116 1.268
8 H 0.116 3.661 2.233
9 Br 1.407 -3.469 -1.836
10 C 1.744 -4.631 -3.326
11 C 0.348 -5.277 -3.714
12 Br -0.871 -3.985 -4.589
13 H 2.377 -5.433 -2.946
14 H 2.260 -4.077 -4.110
15 H -0.233 -5.559 -2.836
16 H 0.321 -6.120 -4.405
17 Br -0.029 -1.055 4.803
18 C -1.594 -0.568 5.898
19 C -1.075 0.458 6.881
20 Br -2.573 0.769 8.262
21 H -1.882 -1.497 6.391
22 H -2.356 -0.176 5.225
23 H -0.932 1.424 6.396
24 H -0.196 0.073 7.397
25 Br -0.050 -4.261 2.179
26 C -0.940 -5.263 0.757
27 C -1.967 -4.361 -0.002
28 Br -2.685 -5.408 -1.500
29 H -1.445 -6.113 1.216
30 H -0.172 -5.528 0.030
31 H -1.437 -3.514 -0.437
32 H -2.750 -3.997 0.664
33 Br 2.422 -0.145 1.419
34 C 0.739 -0.988 0.673
35 C -0.536 -0.463 1.266
36 Br -2.082 -0.960 0.085
37 H 0.882 -2.061 0.801
38 H 0.751 -0.929 -0.415
39 H -0.463 0.605 1.470
40 H -0.756 -0.987 2.197
41 Br -4.510 0.838 -2.726
42 C -2.770 0.164 -3.479
43 C -1.603 0.927 -2.907
44 Br -0.045 -0.110 -3.437
45 H -2.802 0.287 -4.561
46 H -2.819 -0.901 -3.249
47 H -1.514 1.111 -1.836
48 H -1.515 1.885 -3.421
49 C 3.658 0.427 -2.298
50 C 4.961 -0.097 -3.010
51 C 5.794 1.081 -3.572
52 O 7.096 0.777 -3.027
53 C 7.059 -0.093 -2.046
54 O 8.002 -0.443 -1.313
55 O 5.805 -0.560 -1.946
56 H 3.372 -0.094 -1.384
57 H 2.841 0.206 -2.986
58 H 3.623 1.475 -2.001
59 H 4.762 -0.884 -3.737
60 H 5.450 2.106 -3.435
61 H 5.786 0.935 -4.652
62 C -5.319 3.258 0.317
63 C -3.791 3.208 0.538
64 C -3.088 4.346 1.241
65 O -2.268 3.735 2.145
66 C -2.602 2.477 2.340
67 O -2.151 1.731 3.159
68 O -3.443 2.141 1.440
69 H -5.785 3.429 1.288
70 H -5.641 2.248 0.061
71 H -5.634 4.033 -0.381
72 H -3.272 3.008 -0.399
73 H -3.896 4.868 1.754
74 H -2.568 5.057 0.600

---

Entry 7:
The following is a DFT calculation (wB97M-V/def2-TZVPD) of a cluster of 2 separate species, C14H16O in total.

Values from the calculation:
LUMO: 0.82 eV
Net charge: 0
Multiplicity: 1
DFT total energy: -16821.71640 eV
Maximum force: 0.09920 Eh/bohr
SMILES string: Cc1ccc(O)cc1.Cc1ccccc1
ΔE to the lowest compared entry with this formula, charge and spin: 339.51 kJ/mol

Element x y z (Å)
1 C -0.672 1.547 -3.774
2 C -1.498 1.013 -2.531
3 C -1.363 -0.317 -2.161
4 C -1.910 -0.846 -0.995
5 C -2.500 0.101 -0.157
6 O -2.894 -0.191 1.148
7 C -2.797 1.421 -0.593
8 C -2.290 1.883 -1.796
9 H -0.817 1.066 -4.666
10 H 0.394 1.512 -3.572
11 H -0.949 2.569 -4.313
12 H -0.872 -1.072 -2.857
13 H -2.068 -1.870 -0.895
14 H -2.391 -1.065 1.387
15 H -3.677 1.906 -0.159
16 H -2.265 2.976 -1.901
17 C 3.208 -0.716 3.626
18 C 2.331 -0.960 2.359
19 C 2.840 -1.143 1.038
20 C 1.914 -0.891 0.061
21 C 0.642 -0.492 0.242
22 C 0.132 -0.407 1.537
23 C 0.952 -0.769 2.572
24 H 4.174 -0.565 3.322
25 H 3.522 -1.611 4.329
26 H 2.920 -0.007 4.302
27 H 3.874 -1.348 0.842
28 H 2.067 -0.928 -1.027
29 H 0.343 0.148 -0.542
30 H -0.887 -0.087 1.639
31 H 0.537 -0.856 3.535

---

Entry 8:
The following is a DFT calculation (wB97M-V/def2-TZVPD) of the molecule C4H4N4.

Values from the calculation:
LUMO: -0.92 eV
Net charge: 0
Multiplicity: 1
DFT total energy: -10169.85694 eV
Maximum force: 0.04339 Eh/bohr
SMILES string: C=Cc1nncnn1
ΔE to the lowest compared entry with this formula, charge and spin: 287.61 kJ/mol

Element x y z (Å)
1 C -2.333 -0.382 -0.064
2 C -1.499 0.641 0.067
3 C -0.043 0.330 0.057
4 N 0.817 1.344 -0.066
5 N 2.124 1.045 -0.047
6 C 2.457 -0.240 0.013
7 N 1.623 -1.300 -0.066
8 N 0.333 -1.012 0.078
9 H -3.393 -0.225 -0.038
10 H -1.927 -1.438 -0.226
11 H -1.690 1.739 0.100
12 H 3.532 -0.504 0.192

---

Entry 9:
The following is a DFT calculation (wB97M-V/def2-TZVPD) of a cluster of 2 separate species, C28H34O5 in total.

Values from the calculation:
LUMO: -2.44 eV
Net charge: 0
Multiplicity: 1
DFT total energy: -39821.23683 eV
Maximum force: 0.06012 Eh/bohr

Element x y z (Å)
1 C 3.941 -4.048 1.241
2 C 2.973 -2.935 0.947
3 O 1.661 -3.289 1.396
4 C 0.803 -2.254 1.172
5 C -0.546 -2.579 1.677
6 C -1.606 -1.651 1.425
7 O -1.462 -0.614 0.776
8 C -3.008 -2.052 1.939
9 C -3.791 -2.891 0.931
10 C -3.425 -4.376 0.886
11 C -2.062 -4.685 0.233
12 C -0.954 -5.022 1.227
13 C -0.750 -3.918 2.294
14 O 1.192 -1.238 0.615
15 H 4.919 -3.740 0.867
16 H 4.045 -4.232 2.314
17 H 3.675 -4.980 0.733
18 H 3.290 -2.018 1.461
19 H 2.931 -2.743 -0.133
20 H -2.953 -2.567 2.904
21 H -3.567 -1.121 2.085
22 H -4.859 -2.809 1.178
23 H -3.664 -2.454 -0.068
24 H -3.469 -4.803 1.898
25 H -4.196 -4.884 0.289
26 H -2.187 -5.542 -0.446
27 H -1.750 -3.838 -0.394
28 H -1.165 -5.976 1.733
29 H -0.010 -5.136 0.676
30 H 0.147 -4.176 2.873
31 H -1.615 -3.912 2.970
32 C 2.450 7.643 2.841
33 O 3.356 6.527 2.999
34 C 3.065 5.416 2.280
35 C 3.964 4.316 2.368
36 C 3.736 3.194 1.609
37 C 2.619 3.114 0.724
38 C 2.435 2.008 -0.148
39 C 1.255 1.811 -0.857
40 C 1.133 0.976 -1.955
41 C -0.027 0.931 -2.776
42 C -0.003 0.226 -4.015
43 C -1.088 0.217 -4.855
44 C -2.266 0.919 -4.479
45 O -3.316 0.872 -5.334
46 C -4.505 1.590 -4.937
47 C -2.317 1.629 -3.253
48 C -1.218 1.621 -2.420
49 C 1.708 4.207 0.695
50 C 1.926 5.343 1.441
51 H 2.854 8.416 3.488
52 H 2.425 7.986 1.798
53 H 1.433 7.372 3.155
54 H 4.829 4.402 3.026
55 H 4.417 2.341 1.655
56 H 3.244 1.287 -0.271
57 H 0.368 2.353 -0.526
58 H 1.998 0.378 -2.246
59 H 0.916 -0.296 -4.288
60 H -1.078 -0.313 -5.806
61 H -5.210 1.410 -5.744
62 H -4.901 1.207 -3.987
63 H -4.301 2.664 -4.837
64 H -3.216 2.178 -2.962
65 H -1.290 2.164 -1.479
66 H 0.836 4.191 0.042
67 H 1.233 6.184 1.357

---

Entry 10:
The following is a DFT calculation (wB97M-V/def2-TZVPD) of a structure of composition C38H53N2PSTc.

Values from the calculation:
⟨S²⟩: 3.779
LUMO (alpha / beta): -6.59 / -6.91 eV
Net charge: +2
Multiplicity: 4
DFT total energy: -65555.39836 eV
Maximum force: 0.01835 Eh/bohr
ΔE to the lowest compared entry with this formula, charge and spin: 68.58 kJ/mol

Element x y z (Å)
1 Tc 0.320 0.114 -0.326
2 C 3.373 -3.379 -1.481
3 C 2.335 -3.735 -0.427
4 C 1.994 -5.226 -0.480
5 C 1.057 -2.935 -0.526
6 C 0.538 -2.477 -1.738
7 C -0.691 -1.822 -1.835
8 C -1.254 -1.515 -3.204
9 C -1.847 -2.799 -3.797
10 C -0.221 -0.930 -4.159
11 C -1.405 -1.518 -0.646
12 C -0.908 -2.001 0.603
13 C 0.306 -2.696 0.622
14 C -1.746 -1.954 1.869
15 C -0.945 -2.129 3.161
16 C -2.804 -3.069 1.821
17 C -2.769 -0.901 -0.732
18 C -3.819 -1.758 -1.050
19 C -5.124 -1.306 -1.110
20 C -5.402 0.025 -0.845
21 C -4.367 0.893 -0.558
22 C -3.041 0.453 -0.510
23 P -1.677 1.637 -0.299
24 C -1.645 2.659 -1.884
25 C -0.627 3.794 -1.742
26 C -3.014 3.208 -2.302
27 C -1.195 1.738 -3.022
28 C -2.002 2.712 1.232
29 C -0.710 3.430 1.642
30 C -2.509 1.823 2.381
31 C -3.055 3.813 1.026
32 H 4.304 -3.899 -1.274
33 H 3.582 -2.312 -1.492
34 H 3.058 -3.679 -2.479
35 H 2.763 -3.520 0.561
36 H 1.544 -5.481 -1.439
37 H 1.297 -5.508 0.307
38 H 2.896 -5.821 -0.363
39 H 1.090 -2.653 -2.647
40 H -2.075 -0.797 -3.080
41 H -1.089 -3.576 -3.862
42 H -2.209 -2.604 -4.802
43 H -2.675 -3.183 -3.212
44 H 0.411 -1.709 -4.580
45 H 0.425 -0.193 -3.678
46 H -0.724 -0.450 -4.994
47 H 0.680 -3.066 1.565
48 H -2.271 -0.999 1.892
49 H -0.752 -3.182 3.351
50 H -1.526 -1.762 4.002
51 H 0.022 -1.626 3.165
52 H -2.323 -4.031 1.641
53 H -3.560 -2.910 1.057
54 H -3.308 -3.128 2.782
55 H -3.610 -2.803 -1.224
56 H -5.920 -1.991 -1.352
57 H -6.416 0.389 -0.880
58 H -4.597 1.931 -0.391
59 H -0.992 4.624 -1.147
60 H -0.406 4.177 -2.736
61 H 0.315 3.449 -1.313
62 H -3.459 3.890 -1.589
63 H -3.722 2.408 -2.517
64 H -2.869 3.761 -3.228
65 H -0.206 1.310 -2.855
66 H -1.140 2.326 -3.936
67 H -1.913 0.937 -3.195
68 H 0.160 2.781 1.663
69 H -0.852 3.835 2.643
70 H -0.487 4.265 0.985
71 H -1.701 1.442 3.001
72 H -3.121 0.989 2.050
73 H -3.133 2.427 3.036
74 H -2.805 4.499 0.228
75 H -3.091 4.396 1.947
76 H -4.057 3.424 0.863
77 S 2.379 0.485 3.783
78 C 3.556 0.444 2.547
79 C 2.969 0.325 1.332
80 N 1.591 0.283 1.373
81 C 1.171 0.336 2.623
82 H 4.604 0.495 2.769
83 H 3.481 0.253 0.391
84 H 0.133 0.274 2.882
85 N 1.573 0.621 -1.434
86 C 2.780 1.217 -1.739
87 C 3.620 0.592 -2.660
88 C 4.831 1.175 -2.987
89 C 5.201 2.380 -2.407
90 C 4.360 3.011 -1.500
91 C 3.148 2.435 -1.164
92 H 3.304 -0.331 -3.117
93 H 5.482 0.697 -3.699
94 H 6.146 2.834 -2.667
95 H 4.651 3.953 -1.059
96 H 2.485 2.910 -0.453